(1)
Entry from the OMol25 dataset: C26H22CrIN2O3S as an isolated structure at a distorted geometry (ωB97M-V with the def2-TZVPD basis set).

```
56
Properties=species:S:1:pos:R:3:lowdin_spin:R:1
Cr 10.708 14.253 6.810 3.8308
C 6.186 13.548 7.711 -0.0002
C 6.531 14.921 7.218 -0.0020
N 5.576 15.788 7.011 0.0034
C 5.884 17.021 6.602 0.0013
C 7.173 17.473 6.355 0.0040
C 7.426 18.921 6.012 0.0004
O 8.291 19.152 4.891 -0.0001
C 8.259 16.559 6.502 0.0054
C 9.561 16.959 6.089 0.0231
N 10.696 16.361 6.461 0.0028
C 11.947 16.972 6.289 0.0064
C 11.974 18.376 6.117 -0.0005
C 13.152 19.056 5.920 0.0005
C 14.345 18.361 5.905 -0.0002
C 14.375 16.974 6.034 0.0018
C 13.188 16.278 6.243 0.0119
I 13.267 14.181 6.544 0.0245
C 7.925 15.212 6.969 0.0089
O 8.680 14.201 7.208 0.0104
H 5.095 13.506 7.862 0.0000
H 6.716 13.311 8.668 -0.0001
H 6.485 12.793 6.950 -0.0001
H 5.013 17.679 6.456 0.0000
H 7.899 19.453 6.883 0.0001
H 6.452 19.420 5.816 0.0000
H 7.768 19.073 4.078 0.0000
H 9.649 17.751 5.347 -0.0001
H 11.020 18.926 6.084 0.0001
H 13.112 20.128 5.718 0.0000
H 15.294 18.896 5.761 0.0001
H 15.336 16.450 5.965 -0.0003
O 10.424 12.296 6.778 0.0383
S 11.366 11.552 7.845 0.0219
C 10.263 11.064 9.141 0.0023
C 8.894 11.077 8.942 0.0007
C 8.066 10.670 9.985 0.0000
C 8.617 10.241 11.184 0.0001
C 10.002 10.219 11.353 0.0001
C 10.831 10.619 10.316 0.0004
C 11.544 10.033 6.933 0.0024
C 12.414 9.066 7.413 0.0004
C 12.552 7.874 6.744 0.0001
C 11.792 7.623 5.601 0.0001
C 10.898 8.566 5.161 0.0002
C 10.749 9.777 5.832 0.0003
H 8.496 11.424 7.985 0.0002
H 6.993 10.738 9.848 0.0000
H 7.970 9.909 11.993 0.0000
H 10.454 9.881 12.290 0.0000
H 11.921 10.589 10.397 0.0001
H 13.010 9.272 8.311 0.0000
H 13.289 7.156 7.090 0.0000
H 11.922 6.680 5.067 0.0000
H 10.272 8.397 4.280 0.0000
H 10.033 10.533 5.483 0.0000
```

spin multiplicity: 5
lowest unoccupied orbital energy (alpha / beta): -3.36 / -3.46 eV
total charge: +1
E: -3079.3335 Ha
HOMO-LUMO gap (alpha / beta): 6.93 / 6.93 eV
strongest force on any atom: 3.09 eV/Å
highest occupied orbital energy (alpha / beta): -0.378 / -0.382 Ha
expectation value of S²: 6.02

---

(2)
Entry from the OMol25 dataset: a 2-piece molecular cluster, C26H22FNO6 overall at a distorted geometry (ωB97M-V with the def2-TZVPD basis set).

```
56
Properties=species:S:1:pos:R:3:mulliken_charge:R:1
C -3.033 3.475 0.203 -0.9320
C -1.738 4.219 -0.100 1.3535
C -1.932 5.736 -0.165 -1.7647
O -0.773 3.999 0.987 -0.3987
C -0.552 2.634 1.165 -0.5895
O -0.698 2.131 2.269 -0.5650
C -0.201 1.896 -0.022 3.2398
C -0.349 0.444 -0.067 0.2352
C -1.692 -0.184 0.242 -0.6229
C -2.568 -0.552 -0.792 0.0825
C -3.723 -1.263 -0.485 -0.6653
C -3.945 -1.680 0.848 -0.2233
N -5.005 -2.572 1.157 0.9512
O -5.079 -3.011 2.330 -0.5961
O -5.812 -2.902 0.257 -0.6094
C -3.061 -1.331 1.887 -0.7040
C -1.952 -0.564 1.574 -0.0358
C -0.373 2.610 -1.303 -0.2880
O 0.117 2.220 -2.353 -0.6797
O -1.135 3.768 -1.317 -0.3466
H -2.876 2.386 0.254 0.0069
H -3.445 3.829 1.158 0.3066
H -3.761 3.669 -0.594 0.4385
H -0.983 6.210 -0.426 0.4065
H -2.672 5.994 -0.929 0.3695
H -2.268 6.104 0.811 0.3746
H 0.043 0.126 -1.046 0.8640
H 0.191 0.013 0.781 -2.0950
H -2.315 -0.255 -1.817 0.4779
H -4.452 -1.510 -1.254 0.4768
H -3.257 -1.655 2.907 0.4908
H -1.277 -0.243 2.369 0.3790
F 3.548 5.593 0.447 -0.3255
C 3.606 4.313 -0.048 -0.3107
C 4.656 3.968 -0.901 -0.5464
C 4.664 2.679 -1.460 -0.6871
C 3.720 1.746 -1.059 -0.7127
C 2.836 2.054 0.008 1.0024
C 2.113 1.015 0.672 -0.9757
C 1.948 0.867 2.100 1.1277
C 1.341 -0.333 2.601 -0.5101
C 1.122 -0.532 3.955 -0.5196
C 1.548 0.421 4.888 -0.5174
C 2.164 1.595 4.434 -0.8391
C 2.366 1.822 3.069 0.0149
C 2.655 3.399 0.380 -0.1910
H 5.430 4.697 -1.138 0.4530
H 5.406 2.408 -2.213 0.3879
H 3.642 0.755 -1.523 0.3963
H 2.080 0.089 0.072 0.3893
H 1.076 -1.142 1.898 0.5444
H 0.585 -1.423 4.283 0.4231
H 1.391 0.272 5.955 0.3866
H 2.463 2.366 5.144 0.4071
H 2.891 2.724 2.741 0.4617
H 1.837 3.681 1.046 0.8037
```

energy above the lowest of the compared OMol25 structures with the same formula, charge and spin: 123.0 kcal per mole
lowest unoccupied orbital energy: -2.38 eV
total charge: 0
E: -1609.8605 Ha
HOMO-LUMO gap: 5.67 eV
strongest force on any atom: 3.35 eV/Å
highest occupied orbital energy: -0.296 Ha

---

Q: Which of these has the highest total charge?
A: C26H22CrIN2O3S

---

Copy entry 1 word for word.
Entry from the OMol25 dataset: C26H22CrIN2O3S as an isolated structure at a distorted geometry (ωB97M-V with the def2-TZVPD basis set).

```
56
Properties=species:S:1:pos:R:3:lowdin_spin:R:1
Cr 10.708 14.253 6.810 3.8308
C 6.186 13.548 7.711 -0.0002
C 6.531 14.921 7.218 -0.0020
N 5.576 15.788 7.011 0.0034
C 5.884 17.021 6.602 0.0013
C 7.173 17.473 6.355 0.0040
C 7.426 18.921 6.012 0.0004
O 8.291 19.152 4.891 -0.0001
C 8.259 16.559 6.502 0.0054
C 9.561 16.959 6.089 0.0231
N 10.696 16.361 6.461 0.0028
C 11.947 16.972 6.289 0.0064
C 11.974 18.376 6.117 -0.0005
C 13.152 19.056 5.920 0.0005
C 14.345 18.361 5.905 -0.0002
C 14.375 16.974 6.034 0.0018
C 13.188 16.278 6.243 0.0119
I 13.267 14.181 6.544 0.0245
C 7.925 15.212 6.969 0.0089
O 8.680 14.201 7.208 0.0104
H 5.095 13.506 7.862 0.0000
H 6.716 13.311 8.668 -0.0001
H 6.485 12.793 6.950 -0.0001
H 5.013 17.679 6.456 0.0000
H 7.899 19.453 6.883 0.0001
H 6.452 19.420 5.816 0.0000
H 7.768 19.073 4.078 0.0000
H 9.649 17.751 5.347 -0.0001
H 11.020 18.926 6.084 0.0001
H 13.112 20.128 5.718 0.0000
H 15.294 18.896 5.761 0.0001
H 15.336 16.450 5.965 -0.0003
O 10.424 12.296 6.778 0.0383
S 11.366 11.552 7.845 0.0219
C 10.263 11.064 9.141 0.0023
C 8.894 11.077 8.942 0.0007
C 8.066 10.670 9.985 0.0000
C 8.617 10.241 11.184 0.0001
C 10.002 10.219 11.353 0.0001
C 10.831 10.619 10.316 0.0004
C 11.544 10.033 6.933 0.0024
C 12.414 9.066 7.413 0.0004
C 12.552 7.874 6.744 0.0001
C 11.792 7.623 5.601 0.0001
C 10.898 8.566 5.161 0.0002
C 10.749 9.777 5.832 0.0003
H 8.496 11.424 7.985 0.0002
H 6.993 10.738 9.848 0.0000
H 7.970 9.909 11.993 0.0000
H 10.454 9.881 12.290 0.0000
H 11.921 10.589 10.397 0.0001
H 13.010 9.272 8.311 0.0000
H 13.289 7.156 7.090 0.0000
H 11.922 6.680 5.067 0.0000
H 10.272 8.397 4.280 0.0000
H 10.033 10.533 5.483 0.0000
```

spin multiplicity: 5
lowest unoccupied orbital energy (alpha / beta): -3.36 / -3.46 eV
total charge: +1
E: -3079.3335 Ha
HOMO-LUMO gap (alpha / beta): 6.93 / 6.93 eV
strongest force on any atom: 3.09 eV/Å
highest occupied orbital energy (alpha / beta): -0.378 / -0.382 Ha
expectation value of S²: 6.02

---

Q: Which formula does entry 2 have?
A: C26H22FNO6

---

Q: Which value of total charge does entry 1 give?
A: +1